{"formula": "C44H61BrN6O2Sr", "method": "the ωB97M-V functional and the def2-TZVPD basis", "species": ["Sr", "N", "C", "C", "N", "C", "C", "N", "C", "C", "N", "H", "H", "H", "H", "H", "H", "H", "H", "H", "H", "H", "H", "H", "H", "H", "H", "H", "H", "C", "C", "C", "C", "C", "C", "C", "C", "C", "C", "C", "C", "N", "C", "C", "C", "C", "C", "C", "C", "N", "C", "C", "C", "C", "C", "C", "C", "C", "C", "C", "C", "C", "H", "H", "H", "H", "H", "H", "H", "H", "H", "H", "H", "H", "H", "H", "H", "H", "H", "H", "H", "H", "H", "H", "H", "H", "H", "H", "H", "H", "H", "H", "H", "H", "H", "H", "H", "H", "H", "H", "H", "Br", "C", "C", "C", "C", "C", "C", "C", "O", "O", "H", "H", "H", "H"], "coordinates": [[1.5660, -1.0024, 0.5383], [1.0520, -3.4339, -0.2593], [2.1254, -4.2615, 0.2710], [3.3474, -3.4119, 0.5828], [3.1335, -2.3484, 1.5461], [2.6540, -2.8505, 2.8163], [1.1359, -2.8312, 2.9421], [0.6221, -1.4825, 2.7894], [4.3764, -1.6062, 1.6621], [4.2639, -0.3184, 2.4726], [3.2224, 0.5291, 1.9167], [0.1655, -3.9293, -0.2481], [1.2726, -3.2538, -1.2375], [2.4590, -5.0240, -0.4462], [1.7878, -4.7934, 1.1646], [3.6797, -2.9694, -0.3569], [4.1427, -4.0937, 0.9292], [3.0423, -2.2265, 3.6241], [3.0129, -3.8720, 3.0085], [0.8886, -3.2690, 3.9212], [0.6723, -3.4529, 2.1831], [1.0060, -0.8940, 3.5238], [-0.3857, -1.4850, 2.9262], [4.6881, -1.3360, 0.6491], [5.1810, -2.2217, 2.1001], [5.2551, 0.1595, 2.4704], [4.0227, -0.5445, 3.5154], [3.5991, 1.1393, 1.1961], [2.8478, 1.1546, 2.6221], [-1.8921, -0.1924, -3.0066], [-2.6531, -1.5066, -2.7973], [-1.7028, -2.5907, -2.2802], [-3.8799, -1.3929, -1.9149], [-5.1250, -1.5621, -2.5002], [-6.2859, -1.5904, -1.7511], [-6.1970, -1.5101, -0.3736], [-4.9776, -1.3372, 0.2584], [-4.9368, -1.3242, 1.7705], [-3.9893, -2.3990, 2.3095], [-4.5727, 0.0539, 2.3266], [-3.8102, -1.2146, -0.5205], [-2.5949, -1.1146, 0.1173], [-1.8347, -0.1059, 0.2808], [-1.9636, 1.2821, -0.0521], [-3.1906, 1.8125, -0.4779], [-3.3724, 3.1573, -0.6802], [-2.3042, 4.0226, -0.4446], [-1.0906, 3.5382, -0.0343], [-0.8378, 2.1470, 0.1470], [0.3976, 1.7053, 0.4544], [1.2740, 2.6541, 1.0008], [1.0677, 3.0772, 2.3392], [2.0019, 3.8837, 2.9688], [3.1354, 4.3196, 2.3069], [3.2938, 3.9869, 0.9762], [2.3757, 3.1881, 0.2990], [2.6719, 2.9900, -1.1775], [1.4617, 2.7109, -2.0638], [3.7279, 1.8936, -1.3716], [-0.1737, 2.6710, 3.1069], [0.1611, 2.0074, 4.4454], [-1.0582, 3.8988, 3.3467], [-1.2893, -0.2589, -3.9113], [-1.2190, 0.0134, -2.1722], [-2.5859, 0.6368, -3.1144], [-3.0221, -1.8297, -3.7791], [-1.2291, -2.2571, -1.3543], [-0.9333, -2.7752, -3.0256], [-2.2460, -3.5175, -2.1000], [-5.1885, -1.6753, -3.5731], [-7.2444, -1.7196, -2.2305], [-7.0932, -1.5918, 0.2264], [-5.9477, -1.5667, 2.1219], [-2.9807, -2.2144, 1.9468], [-4.3023, -3.3839, 1.9691], [-3.9947, -2.3866, 3.3978], [-3.5650, 0.3382, 2.0384], [-4.6397, 0.0412, 3.4127], [-5.2616, 0.8050, 1.9480], [-0.9014, -0.3403, 0.8178], [-4.0180, 1.1364, -0.6292], [-4.3283, 3.5389, -1.0016], [-2.4372, 5.0866, -0.5907], [-0.2810, 4.2343, 0.1375], [1.8336, 4.2027, 3.9870], [3.8615, 4.9416, 2.8093], [4.1468, 4.3740, 0.4337], [3.1204, 3.9345, -1.5193], [1.0725, 1.7104, -1.8672], [1.7518, 2.7988, -3.1091], [0.6795, 3.4390, -1.8801], [3.2841, 0.9162, -1.1524], [4.5986, 2.0691, -0.7374], [4.0654, 1.9047, -2.4061], [-0.7350, 1.9492, 2.5066], [0.6386, 2.7074, 5.1274], [0.8295, 1.1595, 4.3007], [-0.7551, 1.6533, 4.9141], [-0.5417, 4.6268, 3.9685], [-1.9814, 3.6125, 3.8454], [-1.3141, 4.3694, 2.4015], [0.1640, -3.0973, -7.2777], [0.9441, -1.7822, -6.1420], [1.3037, -0.5614, -6.6849], [1.8752, 0.3856, -5.8516], [2.0544, 0.1206, -4.5044], [1.6954, -1.1119, -3.9739], [1.1523, -2.0799, -4.8074], [2.0057, -1.4364, -2.5260], [1.4374, -0.7547, -1.6248], [2.8009, -2.3575, -2.3165], [1.1508, -0.3643, -7.7362], [2.1931, 1.3328, -6.2624], [2.5016, 0.8545, -3.8545], [0.9151, -3.0600, -4.4244]], "fmax_ev_per_a": 3.7, "homo_energy_ev": -6.341, "multiplicity": 1, "relative_energy_ev": 2.405, "energy_ev": -130535.46473}

{"formula": "C44H61BrN9O5PS2", "method": "the ωB97M-V functional and the def2-TZVPD basis", "species": ["C", "C", "C", "C", "C", "O", "C", "O", "C", "C", "C", "C", "S", "C", "S", "N", "C", "C", "C", "C", "C", "C", "C", "C", "C", "C", "C", "C", "C", "C", "C", "C", "C", "Br", "P", "O", "O", "O", "H", "H", "H", "H", "H", "H", "H", "H", "H", "H", "H", "H", "H", "H", "H", "H", "H", "H", "H", "H", "H", "H", "H", "H", "H", "H", "H", "H", "H", "H", "H", "H", "H", "H", "H", "H", "H", "C", "C", "N", "H", "H", "H", "C", "C", "N", "H", "H", "H", "C", "C", "N", "H", "H", "H", "C", "C", "N", "H", "H", "H", "C", "C", "N", "H", "H", "H", "C", "C", "N", "H", "H", "H", "C", "C", "N", "H", "H", "H", "C", "C", "N", "H", "H", "H"], "coordinates": [[3.6988, 3.3464, 3.1518], [3.3845, 2.1438, 2.2521], [2.9048, 2.5875, 0.8603], [3.4775, 1.7812, -0.3133], [2.6157, 0.5899, -0.6986], [1.7656, 0.0946, 0.3794], [1.1074, -0.9723, -0.1588], [-0.0375, -1.1966, 0.0956], [2.0000, -1.6864, -1.1927], [1.1815, -1.6955, -2.5232], [0.9433, -0.3839, -3.2848], [-0.3051, 0.4066, -2.9045], [-1.8413, -0.3635, -3.4863], [-2.6099, -0.9301, -1.9635], [-2.5209, -2.4663, -1.5005], [-3.2837, 0.1343, -1.3217], [-4.6528, 0.3123, -1.7628], [-5.1973, 1.5808, -1.6209], [-6.5091, 1.8159, -1.9797], [-7.2961, 0.7903, -2.4922], [-6.7398, -0.4664, -2.6589], [-5.4246, -0.7120, -2.2929], [-3.1540, 0.1362, 0.1263], [-3.9279, -0.6613, 0.9516], [-3.7375, -0.6219, 2.3239], [-2.7761, 0.2180, 2.8712], [-2.0240, 1.0322, 2.0442], [-2.2141, 0.9936, 0.6716], [2.3487, -3.1705, -0.8797], [1.7555, -3.8825, 0.3544], [0.2332, -4.1183, 0.2452], [2.1212, -3.3147, 1.7213], [3.2326, -0.7241, -1.1875], [4.4595, -1.2157, 0.3118], [4.3389, -0.5681, -2.6597], [4.5344, 0.8529, -2.9699], [3.7450, -1.4514, -3.8396], [5.7104, -1.3497, -2.4206], [3.5149, 3.1267, 4.1983], [3.0632, 4.1932, 2.8874], [4.7280, 3.6772, 3.0167], [2.5991, 1.5543, 2.7215], [4.2902, 1.5536, 2.1240], [1.8172, 2.6141, 0.8017], [3.2439, 3.6143, 0.7050], [3.4845, 2.4314, -1.1855], [4.5142, 1.5166, -0.1275], [1.8943, 0.9675, -1.4200], [1.6530, -2.3798, -3.2154], [0.2112, -2.1142, -2.2535], [0.8424, -0.6466, -4.3381], [1.7999, 0.2888, -3.2535], [-0.3893, 0.6374, -1.8431], [-0.2668, 1.3642, -3.4249], [-4.6157, 2.4022, -1.2309], [-6.9327, 2.8030, -1.8639], [-8.3254, 0.9830, -2.7575], [-7.3482, -1.2650, -3.0595], [-5.0201, -1.7038, -2.4253], [-4.6702, -1.3051, 0.5016], [-4.3404, -1.2692, 2.9442], [-2.6245, 0.2263, 3.9408], [-1.2852, 1.6995, 2.4655], [-1.6295, 1.6214, 0.0132], [3.4331, -3.2568, -0.8222], [2.0479, -3.7859, -1.7277], [2.2007, -4.8793, 0.3271], [0.0152, -5.1730, 0.4115], [-0.3288, -3.5360, 0.9679], [-0.1254, -3.8864, -0.7555], [3.1937, -3.1966, 1.8472], [1.8148, -4.0514, 2.4658], [1.5895, -2.3943, 1.9605], [4.3003, -2.2236, -4.0055], [6.3616, -0.7197, -2.0853], [-7.1561, 5.7550, -0.5051], [-8.2654, 5.2113, -1.2720], [-9.1337, 4.7806, -1.8863], [-6.2020, 5.4794, -0.9493], [-7.2135, 6.8417, -0.4622], [-7.1672, 5.3748, 0.5147], [3.7207, -0.8845, 5.6352], [2.9893, 0.2842, 6.0922], [2.4029, 1.1894, 6.4849], [4.4107, -0.6249, 4.8341], [4.2877, -1.3193, 6.4572], [3.0354, -1.6411, 5.2569], [8.4166, -1.0398, 2.6682], [7.0088, -1.3650, 2.8351], [5.8975, -1.6212, 2.9638], [8.6812, -1.0360, 1.6122], [8.6286, -0.0558, 3.0821], [9.0385, -1.7719, 3.1800], [-3.6750, -0.6736, -6.7117], [-4.8349, -1.3157, -7.3078], [-5.7526, -1.8223, -7.7739], [-2.7968, -0.7898, -7.3446], [-3.8464, 0.3921, -6.5668], [-3.4485, -1.0954, -5.7363], [6.1829, -5.4297, 2.0745], [4.8020, -5.8532, 2.2458], [3.7140, -6.1868, 2.3848], [6.4704, -5.4879, 1.0261], [6.3021, -4.4003, 2.4111], [6.8499, -6.0661, 2.6531], [0.8288, -0.2923, 9.8236], [2.0218, -1.0797, 9.5568], [2.9663, -1.6843, 9.3156], [-0.0106, -0.6703, 9.2434], [0.5703, -0.3373, 10.8800], [0.9986, 0.7465, 9.5461], [-6.2147, 2.3196, -6.5047], [-5.4254, 2.8128, -5.3856], [-4.7810, 3.2020, -4.5198], [-6.0486, 2.9285, -7.3920], [-5.9453, 1.2935, -6.7487], [-7.2800, 2.3389, -6.2827], [-1.4665, 4.5514, -0.7719], [-2.9031, 4.5829, -0.5528], [-4.0398, 4.6049, -0.4060], [-1.2541, 4.2623, -1.8002], [-1.0336, 5.5330, -0.5878], [-0.9951, 3.8352, -0.1012]], "fmax_ev_per_a": 1.1, "homo_energy_ev": -8.171, "multiplicity": 1, "energy_ev": -171267.58723}